Below is a 2-piece molecular cluster, C28H29NO4 overall at a distorted geometry, with properties calculated with the ωB97M-V functional and the def2-TZVPD basis.

As for the HOMO-LUMO gap: 6.852 eV. The largest force on an atom comes out at 0.096 hartree/bohr. Its SMILES is O=C1C(=Cc2ccccc2)C(=O)c2ccccc21.COC(=O)[C@@H]1CCCN1C1=CCCCC1. For the relative energy (zero: lowest compared OMol25 entry of this formula, charge and spin), the calculation gives 503.7 kJ/mol. For the HOMO energy, the calculation gives -7.499 eV.

The geometry in ORCA input format:
```
! RIJCOSX wB97M-V def2-TZVPD def2/J DEFGRID3
* xyz 0 1
C -2.933 0.471 0.369
H 3.071 4.868 0.628
C 3.045 -2.941 -5.126
H -2.526 -0.665 -3.451
H 3.182 -5.052 -4.671
H 1.812 -0.683 2.500
H -1.714 -2.038 -2.609
H 4.115 2.935 1.857
C 1.216 -0.815 -1.290
H -1.660 3.035 2.007
N -1.969 1.043 1.284
C -0.127 -0.536 1.619
C -2.470 2.297 1.882
H -2.927 2.152 2.876
C 1.655 3.592 -0.420
H 2.790 -0.782 -5.294
C 1.264 -0.189 -0.008
C 1.775 -2.693 -2.653
C -0.957 -0.764 4.479
C -1.600 0.298 3.573
H -1.454 -1.732 4.294
C 1.130 2.297 -0.575
C 2.225 -3.951 -3.068
H 3.311 0.637 1.453
H 2.087 -4.807 -2.405
H -3.489 -0.352 0.851
H 1.045 -1.523 4.802
C 2.629 -1.675 -4.685
O -1.263 0.242 -1.367
C 2.858 -4.077 -4.311
H 0.947 0.183 4.380
C 1.628 -0.324 -2.630
C -3.888 1.633 0.004
H 0.947 -2.200 2.479
C -1.202 0.216 2.105
H -4.462 3.069 1.516
C 2.008 -1.554 -3.435
C 0.814 -1.117 2.655
H -3.248 3.674 0.406
H -0.270 -1.079 0.638
H -3.452 -2.168 -3.084
O 1.682 0.825 -3.060
C 3.266 2.776 1.188
C 0.526 -0.809 4.154
H -1.334 1.289 3.985
C -3.570 2.784 0.949
H -2.699 0.252 3.680
C 1.720 1.219 0.103
H 3.498 -3.056 -6.110
H 1.255 4.402 -1.034
H -3.769 1.921 -1.050
C 2.677 3.851 0.504
C 2.813 1.477 0.954
O -3.139 -1.000 -1.474
H -4.909 1.254 0.133
O 0.766 -3.035 -0.451
H -1.127 -0.503 5.537
H 1.934 -0.803 0.614
H 0.271 2.119 -1.225
C -2.327 -0.107 -0.889
C -2.660 -1.497 -2.746
C 1.184 -2.281 -1.340
*
```